Density functional theory data (the ωB97M-V functional and the def2-TZVPD basis) for 2 unconnected molecules or ions with the total composition C2H7N2O at a distorted geometry.

Each line ends with the natural charge from an NBO analysis.
Element x y z (Å)
C  0.23  -1.10  2.56  0.144
H  -0.07  1.78  -0.46  0.105
H  1.81  -1.57  1.48  0.454
H  0.56  -1.69  3.40  0.229
H  -1.51  0.65  -2.76  0.423
H  -1.34  2.25  -2.01  0.410
H  0.64  -0.23  0.91  0.473
C  -0.25  0.92  -1.14  0.533
N  0.99  -0.97  1.54  -0.562
O  0.28  -0.17  -0.97  -0.661
N  -1.22  1.25  -2.02  -0.777
H  -0.74  -0.62  2.52  0.227

Output
Total charge: +1
Energy above the lowest of the compared OMol25 structures with the same formula, charge and spin: 1.2096 eV
Calculated total energy: -7207.935 eV
HOMO energy: -14.442 eV

=====

Density functional theory data (the ωB97M-V functional and the def2-TZVPD basis) for a molecular structure, C2H7N2O at a distorted geometry.

Each line ends with the natural charge from an NBO analysis.
Element x y z (Å)
H  -0.88  1.03  -1.02  0.246
C  -0.70  0.64  -0.01  -0.311
O  0.80  -1.36  -0.05  -0.609
C  0.83  -0.09  -0.08  0.683
N  -1.51  -0.63  0.10  -0.770
H  -0.59  1.34  0.84  0.266
H  -0.54  -1.50  0.30  0.495
H  -2.36  -0.68  0.63  0.443
H  2.03  1.52  -0.18  0.428
H  2.73  0.00  0.30  0.443
N  1.92  0.59  0.04  -0.739
H  -1.72  -0.84  -0.88  0.423

Output
Total charge: +1
Energy above the lowest of the compared OMol25 structures with the same formula, charge and spin: 1.1168 eV
Calculated total energy: -7208.028 eV
HOMO energy: -15.971 eV

=====

Density functional theory data (the ωB97M-V functional and the def2-TZVPD basis) for 2 unconnected molecules or ions with the total composition C2H7N2O at a distorted geometry.

Each line ends with the natural charge from an NBO analysis.
Element x y z (Å)
C  0.50  0.02  0.30  0.124
H  -2.89  0.10  1.10  0.316
H  -0.29  -0.82  -1.85  0.244
C  -0.29  -0.52  -0.74  0.126
H  2.26  0.44  1.08  0.459
H  0.09  0.46  1.17  0.229
H  -3.32  -0.10  -0.54  0.323
N  1.92  0.38  0.10  -0.736
H  2.06  1.36  -0.48  0.494
O  0.25  -1.36  0.14  -0.400
H  2.44  -0.45  -0.37  0.479
N  -2.71  0.48  0.08  -0.658

Output
Total charge: +1
Energy above the lowest of the compared OMol25 structures with the same formula, charge and spin: 7.1149 eV
Calculated total energy: -7202.030 eV
HOMO energy (spin up / spin down): -14.314 / -12.835 eV

=====

Density functional theory data (the ωB97M-V functional and the def2-TZVPD basis) for 2 unconnected molecules or ions with the total composition C2H7N2O at a distorted geometry.

Each line ends with the Mulliken spin population.
Element x y z (Å)
H  -0.11  -1.96  -1.25  0.001
H  -0.32  3.37  -1.73  -0.005
H  0.62  -0.37  -0.96  -0.004
H  -0.12  0.60  1.01  0.045
N  -0.28  1.68  0.96  0.421
C  0.48  -1.41  -0.44  0.003
H  -0.25  -1.77  1.30  -0.002
H  1.47  -1.86  -0.22  -0.001
C  -0.30  2.29  -0.08  0.505
O  -0.30  -1.01  0.66  0.016
H  -0.06  2.08  1.83  0.048
N  -0.73  2.86  -1.00  0.972

Output
Total charge: +1
Energy above the lowest of the compared OMol25 structures with the same formula, charge and spin: 3.0818 eV
Calculated total energy: -7200.233 eV
HOMO energy (spin up / spin down): -10.873 / -15.070 eV
Spin multiplicity: 3

=====

Density functional theory data (the ωB97M-V functional and the def2-TZVPD basis) for a molecular structure, C2H7N2O5S2Sr at a distorted geometry.

Each line ends with the Löwdin charge.
Element x y z (Å)
N  0.06  0.49  3.29  -0.069
O  1.22  -1.58  -0.31  -0.417
S  0.96  1.44  2.27  0.487
S  0.60  -0.35  0.21  0.465
H  0.14  0.83  -3.01  0.146
H  0.95  -0.66  -2.58  0.128
C  -1.23  -0.68  -2.48  -0.074
O  0.33  0.58  -1.03  -0.206
O  2.12  1.86  2.97  -0.266
O  -0.75  -0.77  0.71  -0.511
H  -0.85  0.92  3.38  0.074
C  0.12  -0.01  -2.32  -0.229
H  -2.02  -0.01  -2.14  0.118
H  -1.30  -1.63  -1.96  -0.093
N  1.50  0.39  1.14  -0.264
H  0.53  0.49  4.19  0.076
H  -1.39  -0.85  -3.54  0.110
Sr  -1.04  -2.79  -0.46  1.811
O  0.06  2.36  1.67  -0.287

Output
Total charge: +1
Calculated total energy: -37903.908 eV
HOMO energy: -12.791 eV

=====

Density functional theory data (the ωB97M-V functional and the def2-TZVPD basis) for a single C2H7N2OP molecule at a distorted geometry.

Each line ends with the natural charge from an NBO analysis.
Element x y z (Å)
H  -1.12  -0.11  -2.16  0.274
C  -1.46  0.40  -1.15  -1.050
O  1.46  1.64  -0.38  -0.978
H  -2.19  -0.38  -0.78  0.272
H  -1.23  0.07  1.85  0.382
H  2.23  -2.30  0.13  0.165
H  -1.99  1.35  -1.47  0.285
H  2.55  -0.40  0.21  0.216
C  1.76  -1.27  0.17  -0.001
P  0.00  0.50  -0.11  1.900
N  0.53  -1.21  -0.02  -0.731
N  -0.65  0.85  1.50  -1.131
H  0.11  0.87  2.19  0.398

Output
Energy above the lowest of the compared OMol25 structures with the same formula, charge and spin: 2.9456 eV
SMILES: C=N[P@@](C)(N)=O
Calculated total energy: -16502.230 eV
HOMO energy: -9.366 eV

=====

Density functional theory data (the ωB97M-V functional and the def2-TZVPD basis) for 2 unconnected molecules or ions with the total composition C2H7N2S at a distorted geometry.

Each line ends with the natural charge from an NBO analysis.
Element x y z (Å)
N  -0.22  1.18  -0.73  -0.724
C  0.63  -2.36  0.69  -0.737
H  -0.25  -2.07  0.09  0.166
S  1.73  -0.91  0.90  -0.707
H  0.37  0.47  -0.26  0.412
H  -2.15  0.32  -0.46  0.113
N  -2.24  2.30  -0.99  -0.860
H  1.21  -3.16  0.22  0.179
C  -1.47  1.17  -0.63  0.258
H  -3.02  2.09  -1.58  0.358
H  0.17  -2.72  1.62  0.167
H  -1.63  3.06  -1.24  0.375

Output
Total charge: -1
Energy above the lowest of the compared OMol25 structures with the same formula, charge and spin: 0.7456 eV
Calculated total energy: -16003.244 eV
HOMO energy: -2.338 eV

=====

Density functional theory data (the ωB97M-V functional and the def2-TZVPD basis) for 2 unconnected molecules or ions with the total composition C2H7N2S at a distorted geometry.

Each line ends with the Mulliken spin population.
Element x y z (Å)
H  -2.73  0.19  -0.63  0.000
N  -1.18  -0.90  0.32  0.006
C  -2.45  -0.72  -0.07  -0.001
H  -0.26  -0.51  -0.01  -0.012
S  1.45  1.01  0.10  1.016
H  3.46  0.70  -1.31  0.010
H  -4.30  -1.45  -0.22  0.000
N  -3.32  -1.70  0.05  0.001
H  3.86  0.45  0.26  0.028
H  -1.03  -1.92  0.56  0.000
C  3.38  1.14  -0.39  -0.047
H  3.77  2.17  -0.04  0.000

Output
Energy above the lowest of the compared OMol25 structures with the same formula, charge and spin: 0.9555 eV
Calculated total energy: -16000.378 eV
HOMO energy (spin up / spin down): -8.842 / -8.835 eV
Spin multiplicity: 2